1.
C53H64FIN10P | wB97M-V/def2-TZVPD

## Properties
- Orbital gap: 8.57 eV
- Charge: +1
- Energy above the lowest of the compared OMol25 structures with the same formula, charge and spin: 24.6 kJ/mol

Atoms and positions in Å:
C1 -1.74850 -1.32024 -1.81906
C2 -1.13292 -0.28445 -0.87140
I1 -2.56009 1.30464 -0.68482
C3 0.20619 0.23785 -1.43525
P1 1.60743 0.26641 -0.27420
C4 1.19378 -0.11507 1.43384
C5 0.05957 0.73452 2.06284
N1 -0.93088 -0.03085 2.81506
C6 2.87158 -0.90651 -0.79842
C7 2.26891 -2.20603 -1.37214
C8 3.06487 -3.42582 -0.95748
F1 2.73064 -3.77925 0.34068
H1 -2.59046 -1.82060 -1.34342
H2 -1.01190 -2.08458 -2.07868
H3 -2.07287 -0.84360 -2.74152
H4 -1.03482 -0.76719 0.09544
H5 0.49073 -0.38638 -2.28092
H6 0.09491 1.25672 -1.80130
H7 2.18700 1.53589 -0.32830
H8 1.00024 -1.18860 1.48362
H9 2.12040 0.04943 1.98911
H10 0.49731 1.45630 2.74838
H11 -0.45094 1.32497 1.30110
H12 -1.11349 -0.91170 2.34736
H13 -0.49033 -0.30010 3.69041
H14 3.43586 -1.16036 0.10120
H15 3.55192 -0.43139 -1.50980
H16 2.27110 -2.16457 -2.46162
H17 1.22713 -2.33793 -1.07016
H18 2.84829 -4.26097 -1.62144
H19 4.13538 -3.22679 -1.00987
N2 0.61646 -2.22693 5.29220
C9 -0.59848 -2.53049 5.75134
C10 -1.15698 -3.79833 5.68209
C11 -0.40827 -4.80877 5.09977
C12 0.85781 -4.51417 4.61769
C13 1.32103 -3.21403 4.73896
H20 -1.15042 -1.71079 6.19877
H21 -2.15058 -3.98174 6.07563
H22 -0.80465 -5.81329 5.02443
H23 1.47563 -5.27442 4.15971
H24 2.30962 -2.94517 4.38083
N3 -4.93846 -2.19659 0.37263
C14 -5.45897 -0.97070 0.32288
C15 -6.80709 -0.69218 0.45991
C16 -7.67525 -1.75213 0.66615
C17 -7.15565 -3.03639 0.72389
C18 -5.78745 -3.20450 0.57165
H25 -4.75145 -0.16952 0.16341
H26 -7.15520 0.32881 0.40894
H27 -8.73859 -1.58290 0.77977
H28 -7.79595 -3.89300 0.88219
H29 -5.34549 -4.19387 0.61162
N4 4.78592 0.07496 -3.65982
C19 3.98265 0.79302 -4.44611
C20 4.40049 1.42071 -5.60698
C21 5.73070 1.30187 -5.97891
C22 6.57908 0.56060 -5.17207
C23 6.06200 -0.03061 -4.03063
H30 2.94714 0.86599 -4.12514
H31 3.70163 1.98855 -6.20535
H32 6.10310 1.78067 -6.87883
H33 7.62378 0.44149 -5.42308
H34 6.69584 -0.62019 -3.37772
N5 -4.14618 -4.31167 7.24809
C24 -4.03669 -5.55715 7.70717
C25 -4.64491 -6.00525 8.86932
C26 -5.40674 -5.10723 9.59762
C27 -5.53137 -3.80664 9.13619
C28 -4.88541 -3.46165 7.95936
H35 -3.42845 -6.22827 7.10969
H36 -4.52168 -7.02928 9.19304
H37 -5.89664 -5.41505 10.51264
H38 -6.11613 -3.07485 9.67631
H39 -4.96073 -2.45562 7.56149
N6 -2.75609 -5.03232 13.96311
C29 -2.07723 -4.07164 14.58489
C30 -1.86211 -2.81107 14.04703
C31 -2.37848 -2.53373 12.79227
C32 -3.08708 -3.52377 12.13060
C33 -3.24697 -4.74910 12.75946
H40 -1.68760 -4.32864 15.56356
H41 -1.30376 -2.06860 14.60021
H42 -2.23134 -1.56250 12.33747
H43 -3.50737 -3.35289 11.14876
H44 -3.79669 -5.55083 12.27734
N7 -7.14480 2.78185 1.20012
C34 -6.66180 3.96379 1.57684
C35 -7.27386 4.78828 2.50760
C36 -8.46129 4.36534 3.08062
C37 -8.98158 3.13971 2.70032
C38 -8.28792 2.39000 1.76379
H45 -5.73316 4.26399 1.10272
H46 -6.83030 5.73772 2.77340
H47 -8.97246 4.97977 3.81001
H48 -9.90624 2.76929 3.12045
H49 -8.66579 1.42402 1.44811
N8 7.27290 3.22475 -8.50716
C39 8.11631 4.11191 -7.97899
C40 8.54063 5.25367 -8.63809
C41 8.06591 5.48904 -9.91916
C42 7.19036 4.57700 -10.48336
C43 6.82407 3.46672 -9.73900
H50 8.46751 3.89101 -6.97647
H51 9.22594 5.93913 -8.15918
H52 8.37533 6.36882 -10.46827
H53 6.79791 4.71594 -11.48080
H54 6.14350 2.72952 -10.14837
N9 7.03351 1.45842 -12.41077
C44 7.23014 1.59053 -13.72095
C45 8.38505 1.18361 -14.37154
C46 9.39513 0.60676 -13.62005
C47 9.20737 0.46098 -12.25525
C48 8.01477 0.90053 -11.70287
H55 6.41691 2.04656 -14.27501
H56 8.48652 1.31627 -15.43966
H57 10.31249 0.27617 -14.08948
H58 9.96883 0.01671 -11.62925
H59 7.83033 0.80477 -10.63793
N10 -0.61626 6.46487 -3.08502
C49 -0.93543 5.31784 -2.49322
C50 -1.88240 5.20475 -1.48797
C51 -2.53877 6.35179 -1.07097
C52 -2.22007 7.55539 -1.67687
C53 -1.25588 7.55754 -2.67526
H60 -0.40114 4.44194 -2.84952
H61 -2.09093 4.23776 -1.05032
H62 -3.28547 6.30854 -0.28841
H63 -2.70611 8.47574 -1.38477
H64 -0.98012 8.47925 -3.17474

Mulliken population analysis, charges in e, atoms 1 to 2: number 1, C, carries -1.49; number 2, C, carries 0.11

2.
C53H69N7O5PW | wB97M-V/def2-TZVPD

## Properties
- ⟨S²⟩: 2.06
- Orbital gap (alpha / beta): 6.47 / 4.65 eV
- Spin multiplicity: 3
- Charge: +3
- Energy above the lowest of the compared OMol25 structures with the same formula, charge and spin: 117.4 kJ/mol

Atoms and positions in Å:
W1 -1.28689 0.56172 -0.54746
C1 4.27851 -2.51849 2.86199
C2 3.31428 -3.59540 2.36251
C3 4.08790 -4.59783 1.49359
C4 2.70219 -4.32721 3.56875
C5 2.16367 -2.98637 1.57421
C6 1.82699 -1.66362 1.66417
C7 0.72335 -1.19039 0.91676
N1 0.19663 0.05096 0.92938
C8 0.52368 1.06939 1.83804
C9 1.16239 0.96908 3.07371
C10 1.36548 2.12384 3.82411
C11 0.90682 3.34227 3.31372
C12 0.21584 3.48245 2.10915
C13 0.02101 2.29376 1.41123
O1 -0.71022 2.20842 0.25973
C14 -0.27937 4.83328 1.59826
C15 0.25043 5.07915 0.17626
C16 -1.81144 4.84182 1.60244
C17 0.21167 5.97769 2.48454
C18 2.08444 2.00995 5.16994
C19 2.24661 3.36926 5.84724
C20 3.47671 1.40836 4.93414
C21 1.27893 1.08805 6.09575
C22 0.05001 -2.02984 -0.01697
O2 -0.81997 -1.34613 -0.78028
C23 0.31391 -3.41058 -0.07030
C24 1.35542 -3.81867 0.75358
C25 -0.46895 -4.51474 -0.79751
C26 0.48051 -5.53275 -1.44613
C27 -1.33026 -5.21945 0.26220
C28 -1.37808 -3.99744 -1.90240
H1 5.12802 -2.99531 3.34826
H2 3.81930 -1.86307 3.60473
H3 4.66728 -1.90360 2.04726
H4 4.99855 -4.89822 2.01041
H5 4.38059 -4.16633 0.53450
H6 3.52134 -5.50920 1.30296
H7 3.48915 -4.82650 4.13411
H8 1.98567 -5.08915 3.25693
H9 2.19458 -3.62877 4.23610
H10 2.42618 -0.98531 2.24597
H11 1.45560 0.01733 3.48339
H12 1.08304 4.23310 3.89590
H13 -0.12727 4.34507 -0.53756
H14 1.34185 5.05591 0.15717
H15 -0.06161 6.06661 -0.16542
H16 -2.21944 4.02276 1.01219
H17 -2.17797 5.77822 1.17874
H18 -2.19672 4.76372 2.62050
H19 1.30023 6.01807 2.53439
H20 -0.18084 5.90953 3.49992
H21 -0.13282 6.92448 2.06947
H22 2.85016 4.05516 5.25050
H23 2.75497 3.23916 6.80204
H24 1.28539 3.84203 6.05579
H25 4.07142 2.02920 4.26271
H26 3.41996 0.40406 4.50858
H27 4.01165 1.32734 5.88003
H28 0.28007 1.48659 6.28074
H29 1.78501 0.99784 7.05660
H30 1.17856 0.08111 5.68578
H31 1.58568 -4.87294 0.76563
H32 1.11049 -6.06037 -0.73368
H33 1.12499 -5.06067 -2.18953
H34 -0.11181 -6.29515 -1.95299
H35 -0.71485 -5.73703 0.99848
H36 -1.97540 -5.95974 -0.21133
H37 -1.96550 -4.50775 0.79606
H38 -0.78444 -3.53376 -2.69243
H39 -2.12427 -3.29368 -1.53289
H40 -1.90493 -4.84185 -2.34772
O3 -2.08331 -2.77744 -7.95405
C29 -2.69099 -1.63951 -7.59137
O4 -3.50358 -1.10778 -8.28281
C30 -2.37244 -1.07010 -6.22708
C31 -2.57305 0.30588 -6.06883
C32 -2.37971 0.90327 -4.84615
C33 -2.00333 0.10546 -3.74345
C34 -1.80697 -1.27469 -3.89881
C35 -1.98779 -1.85407 -5.13539
N2 -1.86874 0.67415 -2.50500
C36 -1.72367 2.02527 -2.27614
C37 -2.81004 2.67180 -1.52832
C38 -3.41286 3.89431 -1.73574
C39 -4.49472 4.19779 -0.91144
C40 -4.88847 3.30482 0.07707
C41 -4.17248 2.13151 0.26526
N3 -3.15294 1.84284 -0.54370
H41 -1.36555 -3.01906 -7.35725
H42 -2.90879 0.87762 -6.92370
H43 -2.56770 1.96137 -4.72648
H44 -1.52972 -1.85691 -3.03732
H45 -1.86285 -2.92530 -5.23819
H46 -1.14952 2.60158 -2.98961
H47 -3.07796 4.56551 -2.51378
H48 -5.03251 5.12685 -1.04604
H49 -5.73948 3.51235 0.70962
H50 -4.41492 1.42098 1.04084
O5 -2.26665 0.39350 1.66976
C42 -2.60135 -0.94915 2.04429
C43 -3.42850 -1.46144 0.90371
C44 -4.34980 -2.48250 1.05963
C45 -5.13662 -2.84601 -0.02022
C46 -4.99555 -2.15234 -1.21282
C47 -4.04764 -1.15063 -1.29186
N4 -3.25782 -0.82348 -0.25962
H51 -1.95668 0.91449 2.42347
H52 -3.17688 -0.94712 2.97035
H53 -1.69312 -1.54278 2.19626
H54 -4.46605 -2.96037 2.02329
H55 -5.87037 -3.63465 0.07636
H56 -5.61533 -2.37091 -2.07047
H57 -3.93042 -0.57779 -2.19788
C48 2.77325 0.72172 -4.23744
N5 2.54835 2.00521 -3.56915
C49 3.58301 2.21329 -2.55825
N6 3.64971 1.12111 -1.59054
C50 3.84598 -0.14846 -2.29486
N7 2.82167 -0.41066 -3.30896
C51 1.51832 -0.68120 -2.71101
P1 0.98873 0.79197 -1.74423
C52 1.20813 2.11070 -3.02215
C53 2.49706 1.09429 -0.71111
H58 3.72947 0.77753 -4.75741
H59 1.98814 0.55292 -4.97680
H60 3.40481 3.15477 -2.03703
H61 4.54416 2.27836 -3.06855
H62 3.86146 -0.96516 -1.57083
H63 4.81371 -0.11218 -2.79436
H64 1.57488 -1.55454 -2.05667
H65 0.77710 -0.88811 -3.48722
H66 1.04355 3.09062 -2.56503
H67 0.48220 1.96826 -3.82349
H68 2.59891 0.29770 0.02468
H69 2.39029 2.04518 -0.18256

Mulliken population analysis, charges in e, atoms 1 to 2: number 1, W, carries 1.15; number 2, C, carries -1.96